320
Properties=species:S:1:pos:R:3:forces:R:3:mulliken_charge:R:1 method="wB97M-V/def2-TZVPD" fmax_ev_per_a=3.2 total_charge=0 relative_energy_kcal_mol=41.5 lumo_energy_ha=0.01567 gap_ev=9.42
C -2.1152 -6.3335 1.6419 -0.12 1.14 -0.22 -0.27
O -0.7704 -6.1332 2.1187 -1.74 -0.83 -0.29 -0.59
C -0.0526 -5.2956 1.2707 1.11 -0.56 -1.16 1.38
C 1.1937 -4.9546 2.0431 1.18 1.60 0.36 -0.34
O 0.7835 -3.9375 3.0321 0.57 -1.57 -1.62 0.15
C 1.7045 -3.9070 4.0755 -0.39 -0.30 0.81 -1.01
H -2.1792 -6.8174 0.6458 0.36 0.10 0.42 0.09
H -2.6222 -5.3365 1.5492 0.35 -0.67 -0.02 -0.06
H -2.6961 -6.9088 2.3581 0.34 -0.17 0.15 0.38
H -0.6067 -4.3960 1.0199 -0.21 0.41 0.07 0.06
H 0.1812 -5.7898 0.2700 -0.10 0.31 1.05 -0.72
H 2.0550 -4.4618 1.4332 -1.38 -1.16 0.71 -0.42
H 1.5755 -5.8666 2.6002 -0.36 0.94 -0.71 0.70
H 1.7470 -4.9015 4.5968 0.20 0.77 -0.35 0.31
H 1.2582 -3.1779 4.7243 0.15 0.35 0.88 0.29
H 2.7034 -3.5514 3.8001 0.02 -0.26 -0.23 0.21
C -3.2834 -5.8842 -3.9221 0.14 1.63 -0.23 -0.90
O -2.2941 -5.3803 -3.0444 -0.32 0.02 -0.32 -0.11
C -1.1031 -5.0594 -3.7443 -1.43 -2.23 -0.22 -1.03
C -0.0315 -4.9274 -2.7746 0.83 0.98 0.49 2.23
O 1.1268 -4.7213 -3.5133 0.60 0.58 -0.71 -0.54
C 2.2518 -4.4553 -2.7326 1.23 -1.87 0.06 -0.48
H -3.6145 -5.1390 -4.7017 0.78 -0.61 0.32 0.26
H -4.1504 -5.9929 -3.3311 -1.03 -0.59 0.77 0.27
H -2.9741 -6.8210 -4.3553 0.07 -0.39 -0.40 0.30
H -1.2307 -4.2101 -4.3298 -0.20 1.80 -1.01 0.15
H -0.8914 -5.8786 -4.4424 0.27 -0.12 -0.01 0.33
H 0.0617 -5.8026 -2.1781 0.06 -0.96 0.71 -0.49
H -0.2371 -4.0784 -2.1210 0.00 0.25 0.32 -0.63
H 3.1629 -4.4278 -3.3665 -0.71 0.19 0.29 0.25
H 2.3897 -5.2721 -2.0106 0.11 -0.26 -0.05 0.27
H 2.2129 -3.6006 -2.1049 -0.38 1.42 0.24 0.14
C 8.5677 -6.1021 0.9919 -1.23 0.74 -0.67 -0.87
O 7.2079 -5.8774 0.6624 -0.20 1.15 0.36 -0.41
C 6.9677 -4.4652 0.2660 0.86 -1.99 0.60 0.68
C 5.6200 -4.5169 -0.3402 -1.59 1.34 -0.31 -0.15
O 4.5848 -5.0422 0.4830 -0.27 -0.58 0.59 -0.02
C 4.2560 -6.4351 0.3496 0.69 -0.05 -0.71 -0.68
H 9.0947 -5.8465 0.0849 1.03 -0.37 -0.20 0.30
H 8.7018 -7.1051 1.3545 0.04 -0.52 -0.25 0.27
H 8.8566 -5.4328 1.7698 0.48 0.65 0.77 0.28
H 7.6667 -4.2723 -0.5572 0.11 0.39 0.15 -0.03
H 7.1048 -3.7329 1.0799 -0.11 -0.67 -0.17 -0.05
H 5.7145 -5.1291 -1.2189 -0.22 -0.16 -0.72 0.37
H 5.2923 -3.4571 -0.6224 0.45 -1.39 0.14 -0.36
H 3.8907 -6.6757 -0.6518 -0.11 0.29 -0.27 0.21
H 3.4619 -6.7134 1.0264 -0.23 0.45 0.42 0.13
H 5.0750 -7.1496 0.5177 0.18 0.61 0.21 0.30
C 7.6369 -4.4762 -3.4848 1.32 -1.00 0.89 -0.79
O 6.3965 -3.8539 -3.4773 -0.17 -0.10 -0.52 -0.25
C 6.5064 -2.4663 -3.6023 -0.13 0.00 -0.85 -0.15
C 5.2325 -1.9038 -4.1082 -1.04 -0.39 -0.95 -0.96
O 4.1885 -2.0167 -3.1595 0.19 -0.15 -0.66 1.37
C 2.9852 -1.5317 -3.6898 -1.94 -1.08 -0.75 -1.25
H 8.3023 -3.9906 -2.6729 -0.61 -0.83 -1.30 0.15
H 8.1599 -4.4864 -4.4908 -0.53 0.38 0.96 0.36
H 7.4618 -5.5551 -3.2123 0.27 1.05 -0.13 0.25
H 7.2328 -2.1390 -4.3407 0.53 -0.40 -0.51 0.53
H 6.8599 -2.0331 -2.7004 -0.01 0.51 1.36 -0.09
H 4.9857 -2.4110 -5.1095 0.09 0.41 1.34 0.20
H 5.3557 -0.8506 -4.3422 0.24 0.43 -0.10 0.36
H 2.3132 -2.2897 -4.2701 1.52 0.89 0.81 0.10
H 3.0948 -0.6726 -4.3231 0.59 0.51 -0.72 0.53
H 2.3660 -1.1573 -2.9007 -0.28 -0.09 0.85 -0.16
C 5.0303 1.9433 -1.5424 -1.84 0.26 0.46 0.94
O 5.9938 2.4606 -0.6515 -0.47 -0.56 -0.07 0.67
C 7.1954 2.5263 -1.3781 -1.58 1.32 -0.69 -0.24
C 8.2615 3.1745 -0.6132 1.70 0.23 0.52 -0.50
O 8.3142 4.5993 -0.5583 -0.20 -0.98 0.09 -0.47
C 7.5212 5.1046 0.5079 0.39 0.35 -0.75 -0.44
H 5.3504 1.0447 -2.0859 0.28 0.12 0.05 -0.04
H 4.7009 2.7344 -2.2404 0.36 -0.37 -0.08 -0.61
H 4.1175 1.6559 -0.9785 0.61 0.15 -0.07 -0.67
H 6.9286 3.0947 -2.3050 0.78 -0.41 0.24 -0.01
H 7.5080 1.5237 -1.5928 0.34 -0.79 -0.47 0.24
H 9.1623 2.8794 -1.1202 0.73 0.04 -0.37 0.46
H 8.3575 2.6609 0.3625 -0.30 0.59 0.04 -0.07
H 8.0798 5.0480 1.4496 -0.28 0.06 -0.02 0.23
H 6.6058 4.5362 0.5236 -0.49 -0.01 0.52 0.12
H 7.3285 6.1421 0.2228 -0.10 -0.01 0.44 0.34
C 2.5106 2.0820 1.6970 0.83 0.07 -1.73 -0.88
O 3.6968 1.8115 2.4001 0.03 -1.44 -0.86 0.38
C 4.0531 2.8695 3.2014 -0.14 1.22 0.16 -0.53
C 5.4213 2.6630 3.7679 0.87 0.34 0.34 -0.86
O 6.3856 2.8520 2.7488 -0.07 0.23 -0.20 0.08
C 7.6795 2.7528 3.2661 0.54 -0.27 0.37 -0.81
H 1.6729 2.1967 2.3364 -0.99 -0.05 0.74 0.85
H 2.3277 1.3281 0.9054 0.09 0.11 0.76 -0.59
H 2.6370 3.0209 1.1491 -0.09 0.25 -0.03 0.41
H 3.2771 2.9416 3.9813 0.35 0.51 0.19 0.35
H 4.0962 3.8049 2.5855 -0.23 -0.35 0.52 0.13
H 5.5398 1.6561 4.1496 -0.18 -0.50 0.31 0.34
H 5.6889 3.3658 4.5960 -0.65 -0.29 -0.36 0.47
H 7.9084 1.7141 3.5914 0.08 0.22 -0.56 0.14
H 7.7654 3.3013 4.2245 0.14 0.37 -0.47 0.40
H 8.4030 3.1261 2.4997 -0.57 -0.43 0.83 0.23
C -8.7601 -1.3164 2.8521 1.69 0.90 0.86 -0.04
O -9.3897 -2.5099 3.1553 -0.79 0.06 -0.47 -0.42
C -8.9867 -3.0974 4.3471 0.57 -1.88 -0.59 -0.72
C -8.8661 -2.2804 5.5717 0.45 0.09 1.47 0.48
O -10.1018 -1.7015 5.9282 0.17 1.23 0.66 -0.42
C -9.9332 -0.8166 7.0697 0.52 -1.88 -0.94 -0.34
H -7.6300 -1.3611 2.9112 -0.82 -0.43 -0.22 -0.19
H -8.9971 -0.5135 3.5775 -0.31 -0.16 -0.35 0.23
H -8.9995 -1.0179 1.8469 -0.36 0.08 -0.31 0.34
H -8.0059 -3.6015 4.1582 -0.24 0.36 0.35 0.32
H -9.6757 -3.9395 4.5771 0.10 0.65 -0.40 0.34
H -8.0166 -1.5444 5.5990 -0.87 -0.53 -0.23 -0.28
H -8.6421 -3.0658 6.3195 0.37 0.37 0.13 0.39
H -10.8363 -0.3201 7.2627 -1.38 0.53 0.08 0.35
H -9.1742 -0.0945 6.8704 0.72 0.67 -0.26 -0.12
H -9.6452 -1.3893 7.9493 0.06 -0.16 0.17 0.32
C -0.7094 7.3434 -3.6516 1.69 -1.94 0.36 -0.49
O -1.7078 7.3170 -2.6912 -0.07 0.33 0.01 -0.21
C -2.9840 7.1412 -3.2964 1.41 -2.64 1.03 -0.12
C -3.8759 7.5262 -2.2387 -2.72 0.77 0.88 -0.43
O -3.9007 8.9402 -2.1385 0.30 0.03 0.28 -0.42
C -4.3293 9.4044 -0.8750 -0.40 0.36 -0.38 -0.67
H 0.2563 6.8608 -3.2435 -1.52 0.51 -0.59 -0.21
H -0.4467 8.3177 -3.9872 0.01 1.12 -0.30 0.26
H -1.1184 6.7619 -4.4730 0.79 -0.21 -0.63 0.41
H -3.1331 6.0377 -3.5106 0.14 0.87 0.04 -0.05
H -3.1203 7.6584 -4.1941 -0.05 1.17 -1.39 0.65
H -3.4651 7.1036 -1.3190 -0.40 -0.13 0.16 0.16
H -4.9112 7.1573 -2.4537 0.59 0.05 0.48 0.42
H -5.4496 9.3727 -0.8329 0.82 -0.19 0.43 0.26
H -4.0158 10.4468 -0.7985 -0.15 0.04 -0.11 0.28
H -3.8196 8.8873 -0.0454 -0.45 -0.19 -0.20 0.27
C 5.4637 5.9966 -2.2297 -0.72 -0.76 0.04 -0.92
O 5.2519 4.9350 -3.1499 -0.89 0.19 0.46 0.14
C 5.2965 5.3079 -4.5062 -0.08 0.44 0.21 -0.80
C 4.6672 4.1987 -5.3187 1.31 0.06 0.48 -0.47
O 3.2984 4.0438 -5.1644 -0.95 -1.05 -0.15 -0.30
C 2.8604 2.7552 -5.6970 0.81 0.97 0.13 -0.74
H 6.5147 6.0446 -2.0899 1.07 0.71 0.34 0.36
H 4.9829 5.7826 -1.2675 0.13 -0.44 -0.22 0.05
H 5.0010 6.9192 -2.5555 0.16 0.41 -0.40 0.51
H 6.3489 5.3097 -4.8199 0.04 0.31 -0.18 0.38
H 4.8793 6.3376 -4.6644 0.05 -0.85 0.03 0.37
H 5.2294 3.3189 -4.9636 -0.30 -0.24 -0.15 0.21
H 5.0057 4.3821 -6.3385 -0.41 -0.13 -0.56 0.42
H 1.7688 2.7054 -5.7222 0.23 0.35 -0.15 0.15
H 3.2124 1.9029 -5.1020 0.14 0.25 0.22 0.21
H 3.3312 2.6735 -6.6845 -0.51 -0.23 -0.10 0.56
C -6.5229 0.8070 -2.1154 -0.12 -0.02 2.27 -0.40
O -6.4860 2.1793 -1.8004 0.62 0.34 -1.00 -0.47
C -6.0543 2.4628 -0.5175 -0.36 -0.47 2.05 0.10
C -5.9894 3.9435 -0.2808 -0.20 2.06 0.08 -0.21
O -5.0199 4.5963 -1.1165 -0.90 -0.40 0.52 -0.39
C -3.7469 4.3161 -0.6295 1.04 -1.06 -0.84 -0.41
H -6.9051 0.6584 -3.0835 -0.95 0.13 -1.16 0.50
H -7.1806 0.3593 -1.3163 0.62 -0.36 -0.94 0.34
H -5.5380 0.3344 -2.1480 0.18 0.26 0.54 -0.28
H -5.0910 1.9848 -0.1610 -0.69 0.19 -0.94 -0.36
H -6.8057 2.1060 0.2359 0.26 -0.09 -0.36 0.47
H -5.6663 4.1822 0.7830 -0.66 -0.69 -0.93 0.00
H -6.9745 4.4926 -0.4785 1.19 -1.05 0.16 0.52
H -3.6607 4.5078 0.4532 0.13 0.43 -0.26 0.63
H -3.0846 4.9440 -1.2693 0.06 -0.67 0.84 0.31
H -3.4852 3.1943 -0.7344 -0.11 1.56 -0.13 -0.58
C 2.2674 -7.8295 -3.6988 -0.76 2.88 -0.04 -1.03
O 1.5710 -7.8616 -2.4805 -0.17 0.25 0.23 0.00
C 0.4982 -8.7690 -2.5622 0.26 -0.72 0.90 -0.75
C -0.2199 -8.9406 -1.2179 -0.35 -0.12 -0.70 -0.13
O 0.4118 -9.6890 -0.2124 0.74 0.54 0.53 -0.48
C 1.0389 -8.8652 0.8109 0.75 -0.78 -1.13 -0.17
H 1.5867 -7.6324 -4.5198 -0.34 0.22 -0.30 0.39
H 2.7070 -8.7246 -3.8975 1.52 -2.82 -0.43 0.54
H 3.0230 -7.0244 -3.7289 -0.39 -0.36 0.43 0.06
H 0.8793 -9.7518 -2.8794 -0.05 -0.01 0.02 0.48
H -0.2691 -8.4790 -3.2932 0.13 0.35 -0.07 0.34
H -1.1223 -9.4977 -1.5044 -0.12 0.21 0.30 0.41
H -0.4878 -7.9585 -0.8325 -0.27 0.21 -0.03 -0.07
H 1.4732 -7.9607 0.3414 -0.18 -0.37 0.32 -0.10
H 1.8593 -9.4841 1.2281 -0.47 0.44 -0.15 0.31
H 0.3410 -8.6011 1.5935 -0.30 0.15 0.13 0.26
C 9.2713 -1.6355 -0.7173 -1.48 0.00 1.43 -1.12
O 8.0481 -1.4929 0.0423 0.61 -0.30 0.57 0.45
C 8.2723 -1.2274 1.4390 0.34 1.95 -0.37 -1.24
C 7.0172 -0.9343 2.2263 -0.78 -1.56 -0.49 0.22
O 6.3557 -2.1917 2.4775 0.07 1.21 1.37 -0.34
C 5.2384 -2.0096 3.3712 0.66 -1.67 -0.28 -0.59
H 8.9853 -1.9227 -1.6986 -0.17 -0.33 -0.81 0.32
H 9.9030 -2.3531 -0.2533 0.52 -1.11 0.28 0.37
H 9.8575 -0.7528 -0.7519 0.31 1.37 -0.04 0.33
H 8.8050 -0.2522 1.4919 0.24 -0.40 -0.06 0.53
H 8.8802 -1.9465 2.0265 -0.28 -0.19 -0.79 0.28
H 6.2645 -0.3221 1.7456 0.20 0.60 -0.63 -0.19
H 7.3076 -0.3983 3.1323 0.06 -0.32 0.36 0.31
H 4.4676 -1.4266 2.8734 -0.19 0.24 0.25 0.16
H 5.4886 -1.6721 4.3937 0.26 0.55 -0.59 0.32
H 4.9182 -3.0435 3.5466 -0.43 0.25 -0.25 0.22
C -2.5216 -1.2139 7.4170 -0.01 -0.91 1.63 -0.48
O -2.8609 0.0543 7.9468 -0.87 1.23 0.12 -0.36
C -4.2689 0.3326 8.2413 1.01 -1.42 -1.09 -0.86
C -5.1091 0.6925 7.0460 -0.92 -0.10 -0.27 0.19
O -5.2755 -0.3906 6.1334 0.92 -0.06 -0.77 -0.37
C -6.1059 -0.0159 5.0324 1.65 1.08 0.73 -0.73
H -2.7227 -1.9938 8.2114 0.45 0.54 -0.63 0.37
H -1.4463 -1.2262 7.1384 -0.77 0.16 0.24 0.10
H -3.1307 -1.5045 6.5912 -0.35 0.05 -0.90 0.21
H -4.3095 1.1713 8.9483 0.15 -0.47 -0.01 0.30
H -4.7494 -0.5913 8.5930 0.30 0.16 0.68 0.40
H -4.8150 1.6467 6.6015 0.31 -0.18 -0.50 -0.06
H -6.1320 0.8270 7.3781 -0.32 0.68 0.75 0.31
H -6.9665 0.4464 5.4434 -1.49 0.09 0.15 0.54
H -6.2783 -0.8496 4.3861 -0.14 -0.55 -0.06 0.32
H -5.6480 0.8054 4.4544 0.29 -0.38 0.01 -0.13
C -3.6911 2.2877 -6.9342 -0.97 0.21 -1.25 -0.94
O -3.1492 1.4824 -5.9601 1.28 -0.80 -0.41 -0.04
C -3.6536 1.7321 -4.6963 -0.72 1.35 -0.02 -0.78
C -2.6993 2.6494 -3.9251 0.36 -1.25 -1.00 0.40
O -1.6148 1.7959 -3.6176 0.28 -0.13 0.50 0.76
C -0.4887 2.4567 -3.0955 0.76 1.28 -0.28 -1.42
H -4.7589 2.0354 -7.0423 -0.09 0.59 0.21 0.38
H -3.2918 1.9736 -7.8809 0.57 -0.09 -0.47 0.30
H -3.5309 3.3870 -6.8682 -0.08 -0.56 0.46 0.29
H -3.7746 0.7848 -4.1807 0.08 -0.09 0.28 0.06
H -4.6474 2.1911 -4.8792 0.22 -0.06 0.83 0.45
H -3.1889 2.9435 -3.0187 -0.22 0.87 0.59 -0.42
H -2.2938 3.4658 -4.5724 -0.72 -0.14 0.54 0.18
H 0.2755 1.6888 -2.8730 -0.35 0.40 -0.04 -0.18
H -0.6645 3.0803 -2.1601 -0.04 -0.77 -0.99 0.61
H -0.0881 3.1773 -3.8857 -0.26 -0.72 0.89 0.32
C -1.5519 0.8932 -0.3300 -1.16 0.24 -1.22 0.92
O -0.2359 0.4910 -0.1028 0.06 -0.42 -0.27 1.36
C -0.1560 -0.9357 -0.0687 0.01 0.71 -0.94 -0.02
C 1.2237 -1.2559 0.3734 0.71 -0.97 0.41 0.55
O 2.1491 -0.8264 -0.5880 -0.64 0.68 -0.58 0.60
C 3.4885 -1.0124 -0.2232 -0.37 0.15 0.26 0.03
H -1.7203 1.3763 -1.3211 0.31 -0.83 0.30 -0.52
H -1.8158 1.6785 0.3369 -0.19 0.45 1.06 -0.86
H -2.2858 0.0666 -0.2208 0.43 0.44 -0.17 -0.21
H -0.2810 -1.3881 -1.0684 -0.30 0.30 0.06 -0.62
H -0.9884 -1.2386 0.5637 0.36 -0.82 0.34 -0.30
H 1.4067 -2.3431 0.4358 -0.54 0.09 0.64 -0.40
H 1.3958 -0.7526 1.3218 0.28 -0.13 0.31 -0.14
H 3.8121 -0.2722 0.4969 0.08 0.20 0.60 -0.26
H 4.0215 -0.8302 -1.1206 0.83 -0.17 -0.73 -0.20
H 3.6716 -2.0136 0.1562 0.11 -0.33 0.07 -0.33
C -0.5212 3.6971 0.8591 -0.05 0.85 -1.38 1.07
O -0.0097 4.9784 1.2805 -0.74 -1.49 1.01 -0.45
C 0.1190 5.9859 0.3235 -1.67 0.79 1.63 -0.29
C 1.3332 5.8564 -0.4583 1.31 -0.58 -1.86 -0.91
O 1.1385 4.8467 -1.4731 -2.06 0.32 1.99 0.88
C 2.2887 4.4644 -2.0707 1.15 1.10 -1.73 -0.59
H 0.2409 3.1936 0.2269 -0.38 -0.21 0.79 -0.33
H -1.3909 3.8099 0.1632 0.48 0.33 0.42 -0.63
H -0.9149 3.1358 1.7154 0.69 0.15 -0.02 -0.13
H 0.1173 6.9242 0.9505 0.22 -0.65 -0.86 0.33
H -0.7819 6.0273 -0.3165 0.35 0.03 -0.08 -0.03
H 2.2492 5.6587 0.1239 -0.42 -0.27 0.15 0.16
H 1.5205 6.7837 -0.9706 0.18 0.79 -0.44 0.58
H 2.1221 3.7263 -2.8344 -0.38 -0.19 -0.43 -0.21
H 3.0158 4.0542 -1.4267 0.98 -0.49 1.26 0.05
H 2.7210 5.3642 -2.5358 0.38 -0.33 -0.30 0.22
C -3.6103 2.3384 2.7244 0.69 -0.75 -1.01 1.24
O -2.3886 1.8499 3.2754 -0.22 0.40 0.08 0.10
C -2.5001 1.3392 4.6089 0.53 -0.21 0.06 0.92
C -1.1017 0.9969 5.1096 -0.20 0.12 -0.31 -1.94
O -0.6305 -0.2243 4.6072 0.20 -0.54 0.42 -0.21
C 0.1596 -0.1715 3.4627 1.50 -1.47 -0.65 -0.10
H -3.4792 2.4619 1.6162 0.05 -0.36 0.93 -1.09
H -3.9288 3.3097 3.0705 -0.02 0.31 0.66 0.76
H -4.3712 1.5822 2.9061 -0.44 0.07 -0.12 -0.78
H -3.0567 0.3593 4.5970 -0.13 1.12 0.27 -0.28
H -2.8535 2.1294 5.3200 -0.43 -0.68 -0.60 0.23
H -1.1068 0.8871 6.1897 -0.23 0.16 0.17 0.59
H -0.4430 1.8184 4.8415 0.31 0.22 -0.04 0.37
H -0.3856 0.2531 2.6230 0.12 0.11 -0.28 0.03
H 0.5183 -1.2248 3.2222 -1.03 0.98 0.21 -0.41
H 1.1564 0.3064 3.5816 -0.65 0.52 0.30 0.62
C -6.9795 5.4797 2.8273 -0.84 -0.26 0.50 -0.85
O -6.3743 4.2380 3.2096 1.04 1.14 -0.34 -0.19
C -7.1641 3.3363 3.9089 -1.38 -0.84 -0.89 0.14
C -7.2187 3.6904 5.3451 -0.84 1.69 2.25 -0.60
O -7.6970 2.6922 6.2724 -0.65 0.89 0.08 -0.03
C -8.2067 3.2190 7.5536 0.87 -1.47 -1.10 -0.95
H -6.4086 6.3583 3.1224 0.51 -0.28 0.06 0.26
H -7.9649 5.6304 3.3072 0.25 -0.33 -0.23 0.43
H -7.1142 5.4861 1.7507 -0.04 0.08 -0.15 0.28
H -6.7934 2.3276 3.7456 0.32 0.01 0.02 -0.39
H -8.1533 3.3586 3.4533 -0.45 -0.22 0.11 0.37
H -7.7630 4.6876 5.4516 0.08 -1.24 0.00 0.30
H -6.2315 3.9653 5.6390 1.19 0.06 0.27 0.41
H -7.4100 3.6752 8.1588 -0.31 0.41 -0.45 0.33
H -8.5164 2.3384 8.1123 0.05 -0.22 -0.07 0.26
H -9.1141 3.7827 7.4006 0.06 0.75 -0.08 0.38
C 1.2227 0.6375 -8.3198 0.38 -0.07 -2.31 -0.42
O 0.5958 -0.5167 -7.8446 -0.40 -0.49 0.45 -0.49
C -0.3281 -0.2766 -6.7705 0.42 1.59 -0.62 0.79
C -1.0891 -1.4793 -6.2993 0.55 -0.25 -0.37 -0.87
O -0.4642 -2.1420 -5.2407 0.63 -0.36 -0.07 -0.12
C -0.5963 -1.5269 -4.0080 -0.56 0.53 1.68 0.28
H 1.8423 0.3155 -9.2142 -0.85 0.32 0.86 0.31
H 1.9375 1.0455 -7.6518 0.65 0.37 1.17 0.00
H 0.5878 1.5076 -8.6664 -0.02 -1.08 0.44 0.26
H -1.0580 0.4199 -7.2070 0.01 0.24 0.53 -0.08
H 0.2163 0.2049 -5.9147 -0.52 -0.22 -0.58 -0.16
H -1.1401 -2.2062 -7.1112 -0.23 0.06 -0.07 0.35
H -2.0776 -1.1628 -5.9893 -0.47 0.13 -0.06 0.41
H 0.0532 -2.0503 -3.3159 0.15 -0.28 0.09 -0.67
H -1.6321 -1.6156 -3.5908 0.40 0.08 -0.41 0.20
H -0.3142 -0.4530 -3.8937 -0.17 -0.50 -0.71 0.19
C -2.4238 -2.6924 3.0422 2.10 1.14 -1.01 -0.51
O -3.3071 -2.6425 1.9777 -0.66 -1.08 -0.15 -0.45
C -3.9186 -1.4223 1.8134 0.83 0.62 -2.39 2.15
C -4.8419 -1.6045 0.6008 0.62 1.59 0.11 -1.57
O -4.0955 -1.7195 -0.6192 -0.16 -0.27 0.59 0.48
C -4.9013 -2.2874 -1.6297 -0.30 -0.47 -0.17 -0.67
H -1.9477 -3.6651 3.0143 0.06 -0.16 0.33 0.10
H -2.9503 -2.5075 3.9581 0.01 0.20 0.86 0.31
H -1.5999 -1.9125 2.8241 -1.10 -1.04 0.90 0.19
H -3.1279 -0.6703 1.4553 -0.96 -0.48 0.90 -0.83
H -4.4500 -1.0319 2.6971 0.06 -0.20 -0.09 -0.49
H -5.3826 -0.6399 0.5631 -0.63 -0.53 -0.16 0.10
H -5.4607 -2.4915 0.6873 -0.39 0.07 0.36 0.68
H -4.2608 -2.6513 -2.4473 -0.06 -0.10 0.48 0.09
H -5.5623 -1.5371 -2.0802 -0.12 -0.22 0.19 0.16
H -5.5396 -3.1154 -1.2074 0.66 0.57 -0.58 0.30